The following is a DFT calculation (wB97M-V/def2-TZVPD) of a 10-piece molecular cluster, C39H80O20P2S9 overall at a distorted geometry.

- DFT total energy: -198780.5216 eV
- Highest occupied orbital energy: -0.3143 Eh
- HOMO-LUMO gap: 7.0 eV

Bonds (Å) are listed after each position.
Cartesian coordinates (Å):
1 S 6.835 -5.641 -2.318  O25 1.485, C38 1.799, C58 1.798
2 S -1.663 -6.302 2.330  O28 1.487, C56 1.798, C63 1.800
3 S 4.542 7.795 -2.889  O12 1.487, C33 1.798, C68 1.797
4 S -2.875 -1.620 3.684  O30 1.487, C46 1.795, C70 1.799
5 S -0.073 3.073 6.475  O29 1.485, C47 1.798, C59 1.799
6 S -0.541 4.887 2.171  O19 1.491, C40 1.796, C52 1.794
7 S -9.830 -2.938 -1.669  O31 1.485, C32 1.798, C66 1.798
8 S -3.696 5.106 -5.337  O18 1.486, C34 1.796, C57 1.800
9 S -4.996 -3.273 -4.936  O22 1.490, C35 1.795, C65 1.796
10 P -1.508 0.032 -2.985  O14 1.611, O15 1.455, O24 1.644, C67 1.816
11 P 4.074 3.304 0.044  O16 1.475, O21 1.614, O27 1.598, C61 1.827
12 O 4.134 6.491 -3.476  S3 1.487
13 O -2.880 -3.500 0.281  C36 1.430, H84 0.961
14 O -1.257 -1.123 -4.080  P10 1.611, H139 0.966
15 O -2.923 0.218 -2.700  P10 1.455
16 O 4.865 2.070 -0.115  P11 1.475
17 O -0.252 2.007 -1.020  C48 1.218
18 O -4.999 4.993 -6.041  S8 1.486
19 O 0.922 4.892 1.884  S6 1.491
20 O 1.812 -0.963 2.012  C39 1.368, C49 1.403
21 O 4.449 4.278 -1.188  P11 1.614, C44 1.437
22 O -4.758 -3.976 -3.643  S9 1.490
23 O 4.054 -1.087 1.747  C49 1.205
24 O -0.974 1.421 -3.684  P10 1.644, H85 0.969
25 O 5.385 -5.648 -1.998  S1 1.485
26 O -0.181 -2.614 1.191  C42 1.216
27 O 4.448 4.167 1.335  P11 1.598, C69 1.442
28 O -0.337 -6.866 2.698  S2 1.487
29 O 0.823 2.121 5.771  S5 1.485
30 O -3.844 -0.578 3.253  S4 1.487
31 O -11.272 -3.102 -1.353  S7 1.485
32 C -8.971 -4.386 -1.038  S7 1.798, H74 1.090, H117 1.091, H119 1.088
33 C 6.095 8.264 -3.665  S3 1.798, H78 1.088, H94 1.090, H128 1.090
34 C -3.292 3.480 -4.690  S8 1.796, H107 1.088, H115 1.090, H132 1.089
35 C -4.939 -1.511 -4.605  S9 1.795, H98 1.091, H124 1.087, H142 1.090
36 C -2.829 -2.852 -0.993  O13 1.430, C51 1.564, H77 1.093, H99 1.089
37 C -0.663 -1.481 -0.848  C42 1.513, C51 1.506, C67 1.339
38 C 7.531 -7.171 -1.675  S1 1.799, H87 1.090, H102 1.090, H133 1.088
39 C 1.007 -0.606 0.965  O20 1.368, C42 1.504, C64 1.336
40 C -1.257 6.268 1.273  S6 1.796, H100 1.088, H114 1.090, H127 1.090
41 C 2.550 -4.446 -0.831  C53 1.364, C60 1.401, H88 1.082
42 C 0.027 -1.644 0.489  O26 1.216, C37 1.513, C39 1.504
43 C 3.208 -4.099 1.840  C54 1.360, C62 1.369, H116 1.084
44 C 4.267 3.657 -2.471  O21 1.437, C45 1.536, H73 1.093, H146 1.094
45 C 5.530 2.978 -3.022  C44 1.536, H72 1.094, H91 1.097, H143 1.089
46 C -1.234 -0.900 3.583  S4 1.795, H83 1.090, H105 1.091, H121 1.081
47 C 0.399 3.076 8.210  S5 1.798, H126 1.088, H131 1.090, H147 1.090
48 C 0.047 0.873 -0.689  O17 1.218, C64 1.495, C67 1.519
49 C 2.984 -1.622 1.610  O20 1.403, O23 1.205, C54 1.509
50 C 1.986 1.646 0.958  C61 1.552, C64 1.516, H80 1.091, H93 1.093
51 C -1.323 -2.718 -1.396  C36 1.564, C37 1.506, H89 1.095, H122 1.090
52 C -0.761 5.574 3.814  S6 1.794, H108 1.091, H130 1.091, H145 1.089
53 C 2.582 -3.205 -0.264  C41 1.364, C54 1.377, H110 1.088
54 C 2.923 -3.024 1.057  C43 1.360, C49 1.509, C53 1.377
55 C 4.834 2.332 2.999  C69 1.540, H106 1.089, H118 1.089, H135 1.098
56 C -2.652 -7.652 1.672  S2 1.798, H90 1.090, H95 1.091, H148 1.088
57 C -2.409 5.133 -6.595  S8 1.800, H96 1.090, H104 1.090, H112 1.088
58 C 7.634 -4.553 -1.131  S1 1.798, H71 1.088, H103 1.090, H144 1.090
59 C -1.654 2.248 6.708  S5 1.799, H82 1.089, H92 1.091, H136 1.090
60 C 2.863 -5.556 -0.036  C41 1.401, C62 1.365, H81 1.081
61 C 2.315 2.810 -0.013  P11 1.827, C50 1.552, H76 1.087, H141 1.106
62 C 3.158 -5.348 1.280  C43 1.369, C60 1.365, H97 1.085
63 C -2.601 -6.110 3.855  S2 1.800, H113 1.090, H134 1.089, H140 1.091
64 C 1.025 0.609 0.410  C39 1.336, C48 1.495, C50 1.516
65 C -6.760 -3.352 -5.262  S9 1.796, H137 1.091, H138 1.090, H150 1.088
66 C -9.148 -1.779 -0.475  S7 1.798, H111 1.090, H123 1.091, H129 1.088
67 C -0.653 -0.266 -1.411  P10 1.816, C37 1.339, C48 1.519
68 C 5.231 7.450 -1.266  S3 1.797, H75 1.091, H86 1.088, H149 1.090
69 C 4.051 3.596 2.598  O27 1.442, C55 1.540, H109 1.093, H120 1.093
70 C -2.929 -1.694 5.481  S4 1.799, H79 1.088, H101 1.090, H125 1.090
71 H 7.302 -3.535 -1.327  C58 1.088
72 H 6.074 3.642 -3.701  C45 1.094
73 H 3.439 2.945 -2.520  C44 1.093
74 H -9.232 -4.541 0.010  C32 1.090
75 H 5.653 8.366 -0.851  C68 1.091
76 H 1.985 2.602 -1.028  C61 1.087
77 H -3.322 -1.880 -0.911  C36 1.093
78 H 5.900 8.484 -4.713  C33 1.088
79 H -3.901 -2.082 5.777  C70 1.088
80 H 2.922 1.120 1.152  C50 1.091
81 H 2.853 -6.539 -0.486  C60 1.081
82 H -2.111 2.107 5.729  C59 1.089
83 H -0.505 -1.593 4.003  C46 1.090
84 H -2.654 -2.879 0.978  O13 0.961
85 H -0.224 1.151 -4.235  O24 0.969
86 H 4.427 7.096 -0.625  C68 1.088
87 H 7.255 -7.289 -0.627  C38 1.090
88 H 2.298 -4.515 -1.881  C41 1.082
89 H -0.835 -3.572 -0.915  C51 1.095
90 H -3.672 -7.306 1.503  C56 1.090
91 H 5.194 2.136 -3.641  C45 1.097
92 H -1.497 1.278 7.182  C59 1.091
93 H 1.551 2.076 1.864  C50 1.093
94 H 6.491 9.153 -3.175  C33 1.090
95 H -2.646 -8.491 2.369  C56 1.091
96 H -2.534 4.285 -7.268  C57 1.090
97 H 3.371 -6.224 1.884  C62 1.085
98 H -5.228 -0.962 -5.502  C35 1.091
99 H -3.319 -3.536 -1.685  C36 1.089
100 H -1.182 6.055 0.208  C40 1.088
101 H -2.146 -2.362 5.840  C70 1.090
102 H 8.616 -7.150 -1.782  C38 1.090
103 H 7.350 -4.839 -0.118  C58 1.090
104 H -1.431 5.095 -6.114  C57 1.090
105 H -1.208 0.047 4.123  C46 1.091
106 H 5.810 2.287 2.518  C55 1.089
107 H -4.004 3.235 -3.905  C34 1.088
108 H -0.244 6.531 3.893  C52 1.091
109 H 2.969 3.469 2.685  C69 1.093
110 H 2.334 -2.349 -0.889  C53 1.088
111 H -9.397 -2.101 0.536  C66 1.090
112 H -2.501 6.061 -7.155  C57 1.088
113 H -3.623 -5.814 3.617  C63 1.090
114 H -0.709 7.181 1.503  C40 1.090
115 H -3.359 2.737 -5.486  C34 1.090
116 H 3.469 -3.941 2.880  C43 1.084
117 H -7.895 -4.247 -1.144  C32 1.091
118 H 4.271 1.407 2.886  C55 1.089
119 H -9.285 -5.248 -1.623  C32 1.088
120 H 4.299 4.354 3.346  C69 1.093
121 H -1.004 -0.726 2.541  C46 1.081
122 H -1.186 -2.856 -2.469  C51 1.090
123 H -8.066 -1.722 -0.599  C66 1.091
124 H -3.921 -1.248 -4.331  C35 1.087
125 H -2.793 -0.694 5.894  C70 1.090
126 H 1.389 3.519 8.291  C47 1.088
127 H -2.306 6.374 1.549  C40 1.090
128 H 6.808 7.442 -3.590  C33 1.090
129 H -9.586 -0.801 -0.665  C66 1.088
130 H -1.825 5.702 4.018  C52 1.091
131 H 0.423 2.054 8.587  C47 1.090
132 H -2.287 3.492 -4.272  C34 1.089
133 H 7.126 -7.998 -2.255  C38 1.088
134 H -2.126 -5.330 4.448  C63 1.089
135 H 5.045 2.429 4.073  C55 1.098
136 H -2.303 2.870 7.324  C59 1.090
137 H -7.309 -2.992 -4.391  C65 1.091
138 H -7.000 -2.748 -6.137  C65 1.090
139 H -0.444 -1.001 -4.587  O14 0.966
140 H -2.598 -7.047 4.413  C63 1.091
141 H 1.737 3.689 0.327  C61 1.106
142 H -5.609 -1.263 -3.781  C35 1.090
143 H 6.186 2.582 -2.249  C45 1.089
144 H 8.716 -4.612 -1.253  C58 1.090
145 H -0.339 4.865 4.525  C52 1.089
146 H 4.011 4.468 -3.159  C44 1.094
147 H -0.314 3.673 8.779  C47 1.090
148 H -2.214 -7.961 0.725  C56 1.088
149 H 5.997 6.679 -1.345  C68 1.090
150 H -7.027 -4.389 -5.456  C65 1.088